Entry 1:
{
  "formula": "C31H72F3N8O9STl",
  "method": "ωB97M-V/def2-TZVPD",
  "gap_ev": 1.44,
  "charge": 2,
  "max_force_ha_per_bohr": 0.0649,
  "symbols": ["Tl", "C", "F", "F", "F", "S", "O", "O", "O", "C", "C", "N", "C", "C", "C", "C", "H", "H", "H", "H", "H", "H", "H", "H", "H", "H", "H", "H", "H", "H", "H", "C", "C", "N", "C", "C", "C", "C", "H", "H", "H", "H", "H", "H", "H", "H", "H", "H", "H", "H", "H", "H", "H", "C", "C", "O", "N", "C", "H", "H", "H", "H", "H", "H", "H", "C", "C", "O", "N", "C", "H", "H", "H", "H", "H", "H", "H", "C", "C", "O", "N", "C", "H", "H", "H", "H", "H", "H", "H", "C", "C", "O", "N", "C", "H", "H", "H", "H", "H", "H", "H", "C", "C", "O", "N", "C", "H", "H", "H", "H", "H", "H", "H", "C", "C", "O", "N", "C", "H", "H", "H", "H", "H", "H", "H"],
  "positions_angstrom": [[-1.34813, 1.47794, 3.70382], [0.92273, 0.69124, -1.03647], [0.47849, 1.95410, -1.15954], [1.09287, 0.15259, -2.28096], [2.08572, 0.76430, -0.36119], [-0.40773, -0.37215, -0.07411], [-0.54775, 0.26653, 1.27072], [-1.68032, -0.34906, -0.83933], [0.19519, -1.70348, 0.05923], [6.85591, 4.63288, -1.81566], [6.07108, 3.37955, -1.39182], [6.63709, 2.13218, -1.84299], [7.98186, 1.84851, -1.28297], [8.75911, 0.74253, -2.03431], [5.66242, 1.01802, -1.62751], [4.33767, 1.22819, -2.29467], [6.48658, 5.54378, -1.34456], [6.77993, 4.75254, -2.89640], [7.90419, 4.61493, -1.51750], [6.00382, 3.38406, -0.30390], [5.06539, 3.49474, -1.79605], [8.60264, 2.74201, -1.34916], [7.88500, 1.57336, -0.23271], [8.79568, 0.94424, -3.10486], [9.79822, 0.62533, -1.72673], [8.29636, -0.22726, -1.85136], [5.46305, 0.96438, -0.55724], [6.11871, 0.08024, -1.94446], [3.71581, 1.99272, -1.82896], [3.75699, 0.30723, -2.24218], [4.37010, 1.44062, -3.36328], [-4.99111, 0.72435, -4.66604], [-3.80966, 0.18428, -3.86239], [-3.06852, -0.91057, -4.47959], [-1.92635, -1.23356, -3.63199], [-0.76814, -1.85217, -4.43233], [-3.79209, -2.08329, -5.06443], [-4.75161, -2.77196, -4.15701], [-4.61107, 0.95306, -5.66170], [-5.47011, 1.60152, -4.23103], [-5.72466, -0.07132, -4.79619], [-3.11695, 1.02412, -3.80829], [-4.05854, -0.10262, -2.84070], [-1.50219, -0.31483, -3.22689], [-2.24218, -1.90338, -2.83217], [-1.11886, -2.76753, -4.90896], [-0.47111, -1.19737, -5.25154], [0.17976, -2.02907, -3.92410], [-3.05071, -2.72878, -5.53539], [-4.32623, -1.71052, -5.93840], [-5.27934, -3.63463, -4.56370], [-5.49186, -2.17914, -3.61971], [-4.24543, -3.26158, -3.32505], [-5.41076, -1.22374, 2.79211], [-4.37042, -0.56155, 1.86499], [-3.57955, 0.27160, 2.30869], [-4.28823, -0.89737, 0.57917], [-5.29845, -1.71481, -0.11419], [-5.70483, -0.61923, 3.65012], [-4.94775, -2.13257, 3.17649], [-6.35431, -1.46642, 2.30330], [-3.50087, -0.62556, 0.00795], [-5.45565, -2.60299, 0.49779], [-4.82092, -2.11729, -1.00754], [-6.28241, -1.31657, -0.36182], [-3.43019, 2.44553, -0.46584], [-3.26057, 3.26061, 0.79670], [-2.33293, 3.09724, 1.53470], [-4.22491, 4.15152, 1.01883], [-4.16250, 5.00812, 2.15178], [-3.93001, 3.00532, -1.25636], [-4.00158, 1.54149, -0.25532], [-2.49236, 2.07261, -0.87755], [-5.07057, 4.17998, 0.46733], [-4.69627, 5.92324, 1.89536], [-3.15364, 5.17909, 2.52735], [-4.68670, 4.59862, 3.01528], [3.37163, 2.74860, 2.04026], [1.94955, 3.26699, 1.83148], [1.01122, 2.59743, 2.31002], [1.78063, 4.43875, 1.22095], [0.45184, 5.01950, 0.92569], [3.90625, 2.58244, 1.10501], [3.40558, 1.78483, 2.54831], [3.92284, 3.42034, 2.69830], [2.56103, 5.06386, 1.07851], [0.59114, 5.97437, 0.41881], [-0.12211, 5.19162, 1.83622], [-0.11721, 4.40028, 0.23226], [-0.99973, -4.28024, -1.45268], [0.14936, -5.10542, -0.95816], [0.13266, -6.31266, -1.03546], [1.07223, -4.34628, -0.35567], [2.24191, -4.92907, 0.21338], [-0.63966, -3.74027, -2.32840], [-1.35037, -3.61348, -0.66491], [-1.79948, -4.98077, -1.69304], [0.96776, -3.34727, -0.24996], [2.00647, -5.71647, 0.92940], [2.85736, -4.21936, 0.76624], [2.88276, -5.34963, -0.56157], [2.32577, -1.72134, 2.50098], [1.92804, -0.78379, 3.66509], [0.76396, -0.43781, 3.88627], [2.90408, -0.35769, 4.47895], [2.82485, 0.41944, 5.66680], [3.32384, -2.15727, 2.54488], [2.27727, -1.19140, 1.54971], [1.67245, -2.59368, 2.48433], [3.85938, -0.58267, 4.24045], [1.99707, 0.04237, 6.26737], [2.66368, 1.48918, 5.53350], [3.71481, 0.26617, 6.27717], [-2.94578, -2.76713, 5.76151], [-2.39221, -2.41639, 4.39954], [-1.80307, -1.37833, 4.20576], [-2.41946, -3.40169, 3.48980], [-1.60994, -3.35507, 2.22444], [-4.01502, -2.55545, 5.75857], [-2.47227, -2.09721, 6.47921], [-2.73834, -3.78011, 6.10643], [-2.94666, -4.25320, 3.62057], [-2.22398, -3.01340, 1.39119], [-1.32269, -4.35923, 1.91259], [-0.64479, -2.85110, 2.27531]],
  "atomic_forces_ev_per_a": [[0.191, -0.388, -0.469], [-1.069, 0.039, 0.369], [0.107, -0.795, -0.224], [0.172, 0.563, 1.235], [-0.870, -0.654, -0.619], [-0.733, 0.228, 3.248], [0.507, -0.716, -3.016], [1.707, 0.175, 0.091], [-0.197, 1.185, -1.017], [0.232, -0.060, -0.033], [0.375, 1.385, -0.782], [-0.211, -1.090, 1.469], [0.647, -0.140, -1.295], [-0.563, -0.214, 0.043], [0.929, 0.649, -0.699], [-1.072, -0.231, -0.707], [-0.428, -0.180, -0.001], [0.162, 0.050, 0.030], [-0.011, -0.211, -0.174], [-0.092, -0.216, 0.519], [0.070, -0.195, 0.145], [-0.381, 0.096, 0.143], [-0.156, -0.013, 0.324], [-0.221, -0.001, 0.013], [-0.110, 0.396, 0.374], [-0.010, -0.060, -0.244], [0.203, -0.141, 0.496], [0.045, 0.139, 0.020], [0.164, -0.017, 0.045], [0.106, -0.086, 0.209], [0.455, 0.171, -0.016], [0.120, -1.246, -0.315], [-0.244, 1.084, -1.478], [-0.603, -1.371, 2.107], [1.720, 0.857, -1.650], [-0.217, -0.457, -1.021], [0.596, 1.597, -1.596], [-0.421, -1.267, 2.186], [-0.154, 0.291, -0.030], [0.248, -0.147, 0.103], [-0.311, 0.209, 0.019], [0.391, -0.098, 0.461], [-0.100, -0.128, 0.398], [-0.671, -0.072, 0.314], [-0.189, -0.291, 0.484], [0.387, -0.222, 0.135], [-0.293, 0.267, -0.031], [-0.471, -0.115, 0.649], [0.031, -0.183, 0.564], [-0.248, 0.324, 0.006], [0.019, 0.358, -0.806], [-0.058, 0.530, -0.598], [0.604, 0.060, 0.126], [-0.020, 0.151, -0.574], [0.181, 1.114, 1.790], [-0.160, -0.167, 0.140], [-1.746, -1.071, -1.718], [1.026, -1.213, 0.560], [0.578, 0.330, -0.189], [-0.101, -0.153, -0.072], [0.185, -0.221, -0.208], [0.339, 0.446, 0.476], [-0.309, -0.069, -0.010], [-0.101, 0.250, -0.228], [0.254, 0.648, 0.139], [-0.017, -0.331, -0.571], [-1.092, -0.915, -1.958], [1.848, -0.100, 1.477], [-0.380, 0.319, -0.110], [-0.788, 0.691, 1.189], [-0.161, 0.071, 0.058], [-0.209, 0.121, 0.174], [0.181, 0.280, 0.356], [0.387, -0.119, -0.092], [0.389, 0.226, 0.157], [0.032, 0.134, -0.618], [-0.186, -0.245, 0.063], [0.168, 0.041, 0.005], [-0.718, -2.010, 1.843], [0.817, 1.042, -0.973], [-0.590, 1.085, -0.772], [0.370, -0.043, 0.037], [0.065, 0.430, -0.145], [-0.642, 0.054, 0.007], [0.165, 0.261, -0.264], [0.054, -0.433, -0.019], [0.215, -0.005, 0.163], [-0.006, -0.186, -0.052], [0.059, -0.273, 0.300], [-0.721, -0.333, -0.436], [-0.994, 0.794, 0.533], [0.648, -0.506, -0.024], [0.995, 0.006, 0.660], [1.127, -0.577, 0.315], [-0.355, 0.187, -0.039], [0.184, 0.235, -0.131], [0.008, 0.193, -0.300], [-0.457, -0.035, -0.302], [-0.200, -0.219, -0.159], [-0.307, 0.357, -0.194], [0.023, -0.202, 0.022], [0.138, 0.166, 0.376], [-1.119, 0.169, 0.061], [0.687, -0.458, -0.467], [2.219, -0.377, -0.864], [-1.018, 0.108, 1.294], [0.240, 0.340, 0.461], [-0.365, 0.026, 0.104], [-0.356, 0.334, -0.046], [-0.266, -0.327, -0.258], [-0.150, 0.144, 0.037], [0.033, 0.036, -0.324], [0.084, 0.041, -0.267], [-0.227, 0.546, 0.227], [0.721, -0.948, 1.262], [-0.050, 1.028, -0.436], [0.999, -0.708, -2.329], [-0.682, -0.681, 0.284], [-0.111, -0.197, 0.233], [-0.138, 0.076, -0.103], [-0.189, -0.082, -0.384], [0.139, 0.243, 0.376], [0.138, 0.603, 0.046], [-0.275, -0.414, 0.440], [-0.573, 0.649, 0.465]],
  "mulliken_charge": [1.05, 0.02, -0.18, -0.15, -0.13, -0.21, 0.27, -0.01, -0.53, -1.43, -0.02, 0.20, -0.23, -1.33, -0.36, -1.09, 0.40, 0.34, 0.40, 0.15, 0.28, 0.31, 0.31, 0.33, 0.43, 0.34, 0.29, 0.39, 0.09, 0.37, 0.36, -1.47, 0.13, 0.41, 0.43, -1.87, -0.55, -0.91, 0.37, 0.41, 0.32, 0.37, 0.10, -0.02, 0.03, 0.54, 0.44, 0.39, 0.39, 0.39, 0.49, 0.28, 0.11, -1.43, 0.62, -0.42, 0.59, -1.19, 0.34, 0.26, 0.49, -0.28, 0.51, 0.17, 0.30, -0.69, 0.48, -0.45, -0.23, -0.88, 0.65, 0.22, -0.11, 0.24, 0.34, 0.24, 0.30, -0.71, 0.56, -0.45, -0.16, -0.77, -0.11, -0.03, 0.51, 0.28, 0.40, 0.30, 0.09, 0.03, 0.30, -0.60, 0.22, -1.01, -0.03, -0.24, 0.42, 0.48, 0.34, 0.25, 0.36, -0.41, 0.25, -0.41, -0.13, -0.97, 0.57, -0.03, 0.02, 0.29, 0.27, 0.26, 0.41, -1.38, 0.41, -0.30, 0.02, -0.47, 0.29, 0.31, 0.42, 0.27, -0.03, 0.37, -0.02]
}


Entry 2:
{
  "formula": "C9H14OS",
  "method": "ωB97M-V/def2-TZVPD",
  "gap_ev": 9.01,
  "smiles": "Cc1ccc(O)cc1.CSC",
  "max_force_ha_per_bohr": 0.1144,
  "symbols": ["C", "C", "C", "C", "C", "C", "C", "O", "H", "H", "H", "H", "H", "H", "H", "H", "C", "C", "S", "H", "H", "H", "H", "H", "H"],
  "positions_angstrom": [[-2.67436, -0.62837, -0.18836], [-0.41674, -1.37189, -0.50640], [-1.54214, -0.77788, -1.06043], [0.83772, -1.21449, -1.12615], [0.68855, -0.43409, -2.31696], [-1.63012, -0.12344, -2.30475], [-0.47055, 0.00583, -3.02979], [1.83179, -0.35861, -3.03571], [-0.44926, -1.66319, 0.63729], [1.58023, -1.83167, -0.60701], [-2.87107, 0.33084, -0.06071], [-2.42355, -1.23431, 0.73668], [-2.62917, 0.04066, -2.74763], [2.52547, 0.13002, -2.65419], [-0.26422, 0.57486, -3.96992], [-3.44943, -1.23222, -0.53407], [2.46164, 0.43418, 2.56428], [0.01193, 1.64242, 2.52861], [0.95376, 0.60194, 3.68346], [2.66718, -0.36982, 1.77940], [2.47840, 1.41316, 2.06359], [3.32745, 0.53694, 3.33414], [-0.97655, 1.31416, 2.18541], [0.67543, 1.73735, 1.55589], [-0.24237, 2.47764, 3.07334]],
  "atomic_forces_ev_per_a": [[0.836, -5.447, 2.061], [0.748, 1.112, 1.843], [0.731, 0.271, -0.389], [-3.761, 0.294, -0.353], [1.662, -1.738, 0.076], [-0.207, -1.407, -0.576], [1.742, 0.418, 1.506], [0.345, -0.246, -2.537], [-0.093, 0.088, -2.598], [0.794, 0.996, -1.153], [-1.437, 4.138, 1.059], [-0.393, 1.457, -0.372], [0.626, 0.469, 0.507], [1.081, 0.836, 1.041], [-0.536, -0.856, 0.868], [-2.109, -0.343, -0.923], [1.568, 0.840, 1.485], [0.774, -1.765, -2.712], [0.721, -0.860, -1.671], [-0.886, 0.688, 1.474], [0.154, -0.440, -0.028], [-1.206, -0.692, -1.542], [0.328, -0.863, 0.103], [-1.591, 0.499, 2.158], [0.109, 2.555, 0.671]],
  "mulliken_charge": [-1.81, -0.19, 1.04, -0.51, 0.31, -0.49, -0.59, -0.55, 0.08, 0.43, 0.46, 0.36, 0.34, 0.31, 0.36, 0.47, -0.78, -0.67, -0.08, 0.23, 0.27, 0.31, 0.21, 0.15, 0.36]
}


Entry 3:
{
  "formula": "C23H25Br2N2",
  "method": "ωB97M-V/def2-TZVPD",
  "gap_ev": 5.49,
  "charge": 1,
  "max_force_ha_per_bohr": 0.0232,
  "symbols": ["Br", "C", "C", "C", "C", "C", "C", "C", "C", "C", "C", "C", "Br", "C", "C", "C", "C", "H", "H", "H", "H", "H", "H", "H", "H", "H", "H", "H", "C", "C", "C", "C", "N", "C", "N", "C", "C", "C", "H", "H", "H", "H", "H", "H", "H", "H", "H", "H", "H", "H", "H", "H"],
  "positions_angstrom": [[4.30994, 1.74231, -7.45873], [3.59359, 1.62400, -5.70344], [2.47375, 2.40873, -5.35817], [1.89813, 2.25159, -4.10162], [2.41714, 1.32015, -3.15549], [1.75504, 1.18296, -1.89596], [2.14328, 0.31661, -0.87482], [1.33105, -0.17570, 0.15529], [1.85329, -0.93802, 1.25577], [1.00828, -1.54954, 2.24058], [1.54520, -2.39766, 3.21099], [2.92363, -2.70268, 3.21075], [3.68040, -3.95367, 4.42427], [3.77773, -2.06594, 2.29965], [3.26328, -1.16879, 1.37281], [3.53667, 0.51380, -3.54445], [4.11841, 0.68656, -4.80346], [2.07680, 3.11504, -6.07571], [1.03802, 2.87587, -3.82853], [0.86445, 1.78730, -1.73708], [3.19842, 0.02867, -0.90144], [0.25142, -0.00015, 0.09574], [-0.08316, -1.39291, 2.18744], [0.93179, -2.90301, 3.95145], [4.84982, -2.26089, 2.31252], [3.94548, -0.64897, 0.69569], [3.92853, -0.24032, -2.85718], [4.96653, 0.07005, -5.09462], [-1.98024, 1.27600, 2.78639], [-3.09384, 1.33396, 1.75855], [-4.45838, 1.32771, 2.43698], [-3.03160, 2.55483, 0.84113], [-2.99569, 0.08737, 0.98366], [-1.92838, -0.73052, 1.00517], [-2.36488, -1.84425, 0.35466], [-1.69013, -3.11165, 0.35366], [-3.64934, -1.67421, -0.15417], [-4.04867, -0.44846, 0.23869], [-1.01391, 1.06404, 2.32019], [-1.95218, 2.22704, 3.32583], [-2.20506, 0.46829, 3.49426], [-5.27611, 1.28769, 1.70113], [-4.54319, 0.45787, 3.10194], [-4.54756, 2.25163, 3.02124], [-3.88595, 2.57340, 0.14646], [-3.09941, 3.44289, 1.48799], [-2.10456, 2.61341, 0.25523], [-0.83307, -3.02217, 1.03626], [-2.39031, -3.88613, 0.70179], [-1.33445, -3.35705, -0.65434], [-4.17334, -2.46085, -0.67486], [-4.99664, 0.04379, 0.10989]],
  "atomic_forces_ev_per_a": [[-0.172, 0.032, 0.662], [-0.578, 0.008, 0.092], [0.409, -0.459, 0.287], [0.286, 0.043, 0.062], [0.485, 0.174, -0.647], [-0.250, -0.767, 0.344], [0.439, 0.201, -0.068], [0.482, 0.599, 0.012], [0.377, -0.595, 0.509], [0.196, -0.114, -0.200], [0.619, -0.248, -0.171], [-0.317, 0.413, -0.271], [-0.437, 0.464, -0.385], [0.066, 0.441, -0.275], [-0.452, -0.286, 0.022], [-0.317, 0.694, -0.326], [-0.184, -0.217, 0.581], [-0.019, -0.040, 0.087], [0.354, -0.324, -0.099], [-0.163, -0.223, -0.205], [-0.528, -0.179, -0.064], [0.200, -0.064, 0.319], [0.613, 0.175, -0.013], [-0.131, 0.244, -0.194], [-0.316, 0.028, 0.093], [-0.142, -0.353, 0.367], [-0.076, 0.271, -0.360], [-0.206, 0.163, 0.037], [-0.053, 0.414, 0.352], [-0.157, -0.208, -0.496], [-0.125, 0.068, 0.310], [0.081, 0.311, 0.115], [-0.422, -0.177, -0.887], [-0.035, -0.879, 0.284], [-0.776, 0.832, -0.349], [0.444, -0.257, -0.089], [0.157, -0.065, 0.304], [0.144, -0.140, 0.204], [-0.187, 0.219, 0.162], [0.094, -0.112, 0.017], [0.215, 0.186, -0.096], [0.268, 0.174, 0.378], [-0.062, 0.255, -0.103], [-0.168, -0.263, -0.038], [0.285, -0.045, 0.206], [0.051, -0.123, -0.371], [-0.149, -0.099, 0.198], [-0.366, -0.309, -0.316], [0.423, 0.156, -0.080], [-0.031, -0.117, 0.217], [0.031, 0.138, -0.021], [0.102, -0.040, -0.098]],
  "mulliken_charge": [-0.10, 0.12, -0.59, -0.49, 0.98, -0.44, -0.75, 0.56, 0.62, -0.16, -0.70, 0.03, -0.11, -0.66, -0.82, -0.34, -0.64, 0.42, 0.33, 0.43, 0.00, 0.39, 0.92, 0.45, 0.41, 0.38, 0.35, 0.41, -1.46, 1.17, -1.69, -1.35, 0.55, -0.63, 0.32, -0.87, -0.83, -0.30, 0.18, 0.48, 0.38, 0.41, 0.38, 0.43, 0.35, 0.41, 0.22, 0.26, 0.40, 0.28, 0.48, 0.41]
}